No. 1
Here is a molecular structure, C34H23Br4N4O8S3Ta at a distorted geometry from the OMol25 dataset. Energies are from ωB97M-V/def2-TZVPD.

ORCA input file:
```
! RIJCOSX wB97M-V def2-TZVPD def2/J DEFGRID3
* xyz -2 1
Ta -0.58 0.33 0.22
S -1.39 -0.80 2.39
C -2.36 0.43 3.17
C -2.56 0.27 4.54
N -2.69 0.12 5.68
C -2.87 1.50 2.48
S -2.67 1.72 0.77
C -3.58 2.53 3.11
N -4.14 3.41 3.59
C 3.66 -1.05 6.94
C 3.10 -0.36 5.73
C 3.94 0.25 4.81
C 3.41 0.89 3.70
C 2.04 0.90 3.50
C 1.20 0.30 4.41
C 1.73 -0.33 5.53
S 1.38 1.60 1.99
O 0.01 1.98 2.27
O 2.31 2.62 1.58
N 1.26 0.37 1.00
C 2.42 -0.01 0.25
C 2.04 -0.16 -1.25
O 2.93 -0.33 -2.06
O 0.80 -0.10 -1.51
H 4.71 -1.30 6.79
H 3.10 -1.96 7.16
H 3.59 -0.40 7.81
H 5.01 0.22 4.96
H 4.04 1.38 2.97
H 0.13 0.32 4.25
H 1.07 -0.82 6.23
H 2.83 -0.97 0.59
H 3.19 0.76 0.34
Br -0.68 -6.32 -2.57
C -1.05 -4.56 -2.01
C -2.09 -3.86 -2.59
Br -3.12 -4.66 -3.95
C -2.37 -2.57 -2.16
Br -3.79 -1.58 -2.88
C -1.62 -1.97 -1.17
O -1.81 -0.76 -0.71
C -0.51 -2.67 -0.57
O 0.16 -2.06 0.31
C -0.28 -3.98 -1.01
Br 1.12 -4.93 -0.19
C -6.86 3.59 -3.69
C -5.51 3.63 -3.03
C -5.44 3.87 -1.67
C -4.22 4.03 -1.04
C -3.05 3.96 -1.77
C -3.09 3.66 -3.13
N -1.95 3.61 -3.92
C -0.62 3.81 -3.64
C 0.13 4.47 -4.63
C 1.47 4.73 -4.49
C 2.13 4.36 -3.33
C 1.42 3.69 -2.35
C 0.08 3.38 -2.50
C -0.46 2.38 -1.52
O -1.35 1.59 -1.85
O 0.10 2.31 -0.39
C -4.33 3.49 -3.77
C -4.37 3.15 -5.24
H -7.64 3.77 -2.94
H -7.06 2.62 -4.14
H -6.95 4.35 -4.46
H -6.35 3.93 -1.09
H -4.17 4.21 0.02
H -2.11 4.14 -1.29
H -2.15 3.68 -4.90
H -0.38 4.76 -5.55
H 2.01 5.22 -5.30
H 3.18 4.57 -3.21
H 1.91 3.36 -1.44
H -3.74 2.30 -5.45
H -4.05 4.00 -5.85
H -5.38 2.89 -5.55
*
```

Its molecular weight is 1212.34 g/mol. The gap between HOMO and LUMO is 6.51 eV.

***

No. 2
Here is a molecular structure, C34H23BrCoIN4S from the OMol25 dataset. Energies are from ωB97M-V/def2-TZVPD.

ORCA input file:
```
! RIJCOSX wB97M-V def2-TZVPD def2/J DEFGRID3
* xyz 1 4
Co 0.02 0.95 0.20
C 0.10 0.88 4.63
C 1.45 1.03 4.89
C 2.35 1.07 3.84
C 1.87 0.96 2.54
N 0.56 0.81 2.29
C -0.30 0.78 3.31
C 2.74 0.99 1.34
C 4.13 1.11 1.36
C 4.80 1.11 0.15
C 4.11 1.00 -1.04
C 2.72 0.88 -0.99
N 2.09 0.88 0.18
C 1.83 0.75 -2.18
C 2.30 0.73 -3.48
C 1.40 0.60 -4.52
C 0.05 0.50 -4.24
C -0.35 0.53 -2.91
N 0.52 0.65 -1.91
H -0.63 0.84 5.42
H 1.81 1.12 5.91
H 3.41 1.19 4.03
H -1.34 0.67 3.04
H 4.67 1.19 2.29
H 5.88 1.20 0.14
H 4.64 1.00 -1.98
H 3.36 0.81 -3.69
H 1.75 0.59 -5.54
H -0.69 0.41 -5.02
H -1.39 0.47 -2.63
S -4.37 2.04 0.12
C -4.40 0.31 0.02
C -5.50 -0.55 -0.07
C -5.26 -1.91 -0.13
C -3.95 -2.40 -0.11
C -2.86 -1.56 -0.02
C -3.09 -0.18 0.04
N -2.12 0.81 0.13
C -2.64 2.01 0.18
C -1.80 3.20 0.26
C -2.33 4.49 0.32
C -1.47 5.56 0.40
C -0.09 5.35 0.42
C 0.42 4.06 0.37
C -0.42 2.94 0.29
H -6.51 -0.16 -0.08
H -6.09 -2.59 -0.20
H -3.79 -3.47 -0.15
H -1.85 -1.94 0.00
H -3.40 4.65 0.31
H -1.86 6.57 0.45
H 0.58 6.20 0.48
H 1.50 3.93 0.39
Br -1.37 -4.62 1.65
C -0.18 -5.01 0.23
C -0.30 -6.25 -0.38
C 0.54 -6.58 -1.44
C 1.49 -5.67 -1.88
C 1.60 -4.43 -1.27
C 0.77 -4.10 -0.20
I 1.01 -2.22 0.68
H -1.04 -6.95 -0.03
H 0.45 -7.55 -1.91
H 2.14 -5.92 -2.71
H 2.34 -3.72 -1.61
*
```

Its molecular weight is 785.39 g/mol. The gap between HOMO and LUMO (alpha / beta) is 7.09 / 7.11 eV.

***

No. 3
Here is a molecular structure, C34H23BrF3N2O4W at a distorted geometry from the OMol25 dataset. Energies are from ωB97M-V/def2-TZVPD.

ORCA input file:
```
! RIJCOSX wB97M-V def2-TZVPD def2/J DEFGRID3
* xyz 1 3
W -22.43 4.59 6.81
C -23.66 2.62 6.30
C -24.57 3.47 6.94
C -24.10 3.67 8.26
C -22.94 2.94 8.41
C -22.63 2.32 7.19
H -23.64 2.36 5.27
H -25.39 3.93 6.41
H -24.42 4.41 8.93
H -22.26 2.98 9.23
H -21.73 1.79 6.95
O -20.30 9.34 13.29
C -20.22 8.10 12.79
O -19.71 7.22 13.44
C -20.68 7.83 11.41
C -20.93 6.50 11.13
C -21.42 6.11 9.90
C -21.74 7.07 8.93
C -21.40 8.41 9.16
C -20.85 8.80 10.38
N -22.39 6.65 7.78
C -23.20 7.44 7.21
C -23.84 7.10 5.97
C -24.46 8.05 5.19
C -24.89 7.66 3.92
C -24.77 6.33 3.53
C -24.18 5.45 4.40
N -23.76 5.81 5.64
H -20.78 9.95 12.73
H -20.76 5.78 11.94
H -21.50 5.04 9.69
H -21.51 9.16 8.36
H -20.61 9.86 10.48
H -23.27 8.42 7.58
H -24.56 9.08 5.51
H -25.32 8.40 3.25
H -25.13 6.09 2.56
H -24.07 4.41 4.18
F -15.82 8.90 1.39
C -17.08 9.05 1.06
F -17.25 8.58 -0.20
F -17.35 10.33 1.08
C -17.99 8.33 2.02
C -17.62 8.11 3.34
C -18.49 7.43 4.19
C -19.74 7.01 3.75
C -20.14 7.29 2.43
C -19.24 7.90 1.58
C -20.60 6.22 4.57
C -21.29 5.50 5.26
H -16.67 8.43 3.77
H -18.19 7.26 5.21
H -21.11 7.02 2.06
H -19.51 8.07 0.56
Br -20.41 2.52 4.60
C -19.00 2.16 5.81
C -18.04 1.31 5.24
C -16.90 1.01 5.93
C -16.73 1.45 7.26
C -17.66 2.24 7.82
C -18.85 2.62 7.13
C -19.86 3.37 7.99
O -19.94 3.04 9.16
O -20.54 4.41 7.46
H -18.18 0.94 4.21
H -16.12 0.39 5.47
H -15.80 1.21 7.75
H -17.53 2.60 8.87
*
```

Its molecular weight is 844.31 g/mol. The gap between HOMO and LUMO (alpha / beta) is 6.06 / 6.16 eV.

***

No. 4
Here is a molecular structure, C34H23ClN7O5S3Y at a distorted geometry from the OMol25 dataset. Energies are from ωB97M-V/def2-TZVPD.

ORCA input file:
```
! RIJCOSX wB97M-V def2-TZVPD def2/J DEFGRID3
* xyz -2 1
Y 0.49 -10.78 18.86
Cl 6.80 -8.33 22.18
C 5.41 -9.29 21.72
C 4.94 -10.44 22.46
C 3.75 -11.05 22.11
C 2.88 -10.48 21.11
O 1.70 -10.98 20.91
C 3.38 -9.38 20.33
C 2.60 -8.65 19.42
N 1.27 -8.67 19.54
C 0.44 -7.58 19.64
C 0.74 -6.17 19.38
C -0.29 -5.44 18.87
C -1.63 -5.80 18.98
C -1.99 -7.00 19.59
C -3.33 -7.45 19.80
C -3.51 -8.76 20.18
C -2.39 -9.55 20.50
N -1.14 -9.17 20.40
C -0.93 -7.93 19.94
C 4.70 -8.90 20.61
H 5.55 -10.87 23.25
H 3.36 -11.89 22.68
H 3.01 -8.04 18.63
H 1.80 -5.81 19.42
H -0.15 -4.52 18.28
H -2.46 -5.15 18.70
H -4.11 -6.75 19.52
H -4.46 -9.29 20.17
H -2.57 -10.57 20.81
H 5.16 -8.16 19.97
N -0.51 -14.89 12.73
C 0.14 -14.45 13.81
C 1.55 -14.72 14.03
C 2.24 -14.02 14.97
C 1.57 -13.06 15.75
C 0.19 -12.79 15.59
C -0.52 -13.59 14.68
S 2.54 -12.06 16.84
O 2.13 -12.39 18.22
O 3.93 -12.23 16.53
N 1.90 -10.57 16.74
C 2.35 -9.75 15.70
N 3.32 -10.20 14.87
C 3.73 -9.47 13.84
C 3.08 -8.20 13.58
C 2.09 -7.84 14.47
N 1.74 -8.54 15.57
H -0.13 -15.45 11.97
H -1.52 -14.82 12.71
H 2.04 -15.47 13.42
H 3.27 -14.19 15.21
H -0.38 -12.04 16.15
H -1.60 -13.45 14.53
H 4.50 -9.93 13.16
H 3.23 -7.54 12.70
H 1.64 -6.87 14.44
O -1.01 -12.09 20.52
C -1.12 -13.02 19.67
O -0.73 -12.89 18.47
C -1.74 -14.29 20.13
C -1.03 -15.16 20.93
C -1.70 -16.17 21.59
C -3.05 -16.33 21.52
C -3.71 -15.50 20.63
C -3.15 -14.51 19.81
S -4.09 -13.61 18.72
H 0.05 -15.11 21.10
H -1.07 -16.92 22.15
H -3.61 -17.07 22.08
H -4.76 -15.59 20.57
S -3.78 -11.14 16.79
C -2.39 -10.43 17.20
N -1.39 -10.02 17.62
*
```

Its molecular weight is 830.16 g/mol. The gap between HOMO and LUMO is 3.58 eV.

***

No. 5
Here is a molecular structure, C34H23F10N2O5S2SbSrTe at a distorted geometry from the OMol25 dataset. Energies are from ωB97M-V/def2-TZVPD.

ORCA input file:
```
! RIJCOSX wB97M-V def2-TZVPD def2/J DEFGRID3
* xyz -2 1
Sr 0.69 0.53 0.96
O 0.08 -3.47 0.02
S 0.50 -1.68 2.32
O 0.03 -2.95 2.80
O 1.69 -1.55 1.44
O -0.66 -0.97 1.45
C -0.27 3.90 -3.03
C -1.25 4.79 -2.64
C -1.66 4.79 -1.33
C -1.10 3.89 -0.42
N -0.19 3.00 -0.81
C 0.22 3.02 -2.08
C -1.50 3.91 1.03
C -2.41 4.85 1.51
C -2.78 4.81 2.85
C -2.19 3.87 3.67
C -1.25 3.01 3.13
N -0.91 3.02 1.84
H 0.11 3.87 -4.05
H -1.67 5.49 -3.35
H -2.42 5.50 -1.01
H 0.99 2.30 -2.33
H -2.84 5.60 0.86
H -3.50 5.52 3.23
H -2.44 3.80 4.72
H -0.72 2.31 3.76
S 1.42 -0.27 -1.32
Sb -0.25 -1.69 -0.70
C 1.21 -4.21 -0.09
C 2.21 -3.96 -1.01
C 3.29 -4.84 -1.10
C 3.38 -5.95 -0.27
C 2.38 -6.16 0.68
C 1.31 -5.30 0.78
C -0.51 -2.63 -2.68
C -0.13 -1.98 -3.85
C -0.30 -2.59 -5.10
C -0.84 -3.86 -5.18
C -1.22 -4.52 -4.01
C -1.07 -3.90 -2.78
C -2.38 -1.73 -0.53
C -3.18 -1.19 -1.53
C -4.56 -1.39 -1.50
C -5.12 -2.17 -0.50
C -4.31 -2.72 0.49
C -2.94 -2.50 0.48
H 2.17 -3.09 -1.65
H 4.07 -4.64 -1.82
H 4.22 -6.62 -0.35
H 2.45 -7.01 1.36
H 0.54 -5.42 1.53
H 0.31 -0.99 -3.79
H -0.01 -2.06 -6.00
H -0.95 -4.35 -6.14
H -1.64 -5.52 -4.07
H -1.38 -4.42 -1.88
H -2.74 -0.61 -2.33
H -5.18 -0.96 -2.27
H -6.19 -2.34 -0.48
H -4.75 -3.34 1.27
H -2.32 -2.90 1.27
F 0.01 1.24 5.49
Te 0.84 -0.02 4.25
F 2.24 0.55 5.42
F 2.24 -1.36 4.09
F -1.06 -0.08 3.84
F 0.28 -1.26 5.53
O 1.18 1.28 3.05
F 3.47 2.19 -1.17
C 3.55 3.09 -0.12
C 2.63 3.07 0.88
C 2.80 4.05 1.83
F 1.92 4.21 2.86
C 3.82 4.99 1.80
F 3.95 5.96 2.73
C 4.74 4.94 0.76
F 5.75 5.85 0.71
C 4.61 3.98 -0.22
F 5.50 3.96 -1.24
*
```

Its molecular weight is 1130.66 g/mol. The gap between HOMO and LUMO is 6.60 eV.

***

No. 6
Here is a molecular structure, C34H23IrN4O12 at a distorted geometry from the OMol25 dataset. Energies are from ωB97M-V/def2-TZVPD.

ORCA input file:
```
! RIJCOSX wB97M-V def2-TZVPD def2/J DEFGRID3
* xyz 0 1
Ir -0.81 0.45 0.98
O 2.13 0.19 0.51
C 3.18 -0.44 0.19
C 1.16 -3.69 -0.30
O 1.90 -4.59 -0.29
O 0.44 -2.79 -0.30
C 3.67 -1.43 1.14
C 4.54 -2.45 0.74
C 4.97 -3.38 1.67
C 4.53 -3.30 2.99
C 3.66 -2.29 3.39
C 3.22 -1.36 2.46
C 3.76 -0.21 -1.13
C 5.14 -0.20 -1.34
C 5.64 0.08 -2.60
C 4.77 0.35 -3.65
C 3.39 0.35 -3.44
C 2.89 0.09 -2.18
H 1.74 1.01 0.02
H 4.85 -2.54 -0.29
H 5.63 -4.18 1.37
H 4.87 -4.02 3.71
H 3.32 -2.23 4.41
H 2.55 -0.56 2.75
H 5.82 -0.37 -0.51
H 6.71 0.11 -2.76
H 5.16 0.57 -4.63
H 2.72 0.57 -4.26
H 1.82 0.08 -2.02
O 1.19 3.56 -1.06
C 0.30 2.90 -0.56
O 0.56 1.88 0.22
C -1.13 3.25 -0.81
C -1.43 4.56 -1.08
C -2.74 4.94 -1.36
C -3.75 4.00 -1.40
C -3.45 2.69 -1.12
C -2.13 2.24 -0.83
O -1.88 0.98 -0.70
N -4.56 1.74 -1.10
O -5.42 1.88 -1.95
O -4.58 0.89 -0.23
N -3.05 6.34 -1.64
O -2.14 7.14 -1.57
O -4.20 6.62 -1.91
H -0.64 5.30 -1.09
H -4.77 4.29 -1.63
O 4.20 4.02 5.46
C 3.73 2.82 5.87
O 4.19 2.31 6.86
C 2.65 2.18 5.06
C 2.13 2.71 3.88
C 1.15 2.04 3.17
C 0.66 0.82 3.62
C 1.18 0.29 4.81
C 2.16 0.96 5.51
N -0.32 0.13 2.84
C -1.10 -0.71 3.50
C -2.05 -1.41 2.72
C -2.95 -2.39 3.17
C -3.78 -3.00 2.27
C -3.70 -2.64 0.92
C -2.81 -1.67 0.53
N -2.00 -1.05 1.41
H 3.74 4.32 4.67
H 2.47 3.65 3.47
H 0.76 2.45 2.25
H 0.85 -0.67 5.17
H 2.57 0.54 6.42
H -1.05 -0.82 4.57
H -2.97 -2.64 4.22
H -4.49 -3.75 2.59
H -4.34 -3.09 0.18
H -2.74 -1.32 -0.49
*
```

Its molecular weight is 871.79 g/mol. The gap between HOMO and LUMO (alpha / beta) is 5.65 / 4.78 eV.